1.
Below is a structure of composition C33H52AlBBrCl2O24, with properties calculated with ωB97M-V with the def2-TZVPD basis set.

The geometry in ORCA input format:
```
! RIJCOSX wB97M-V def2-TZVPD def2/J DEFGRID3
* xyz -1 1
C 0.646 -2.424 4.077
C 1.665 -3.563 3.897
O 1.204 -4.377 2.810
B 1.897 -4.025 1.649
O 3.241 -4.393 1.564
Al 1.001 -2.932 0.077
C 1.856 -3.370 -1.735
C 3.001 -2.423 -2.158
C 2.511 -0.999 -2.433
O 2.946 -0.514 -3.692
C 2.375 0.770 -3.890
C 0.870 -0.919 0.442
Cl -0.604 -0.079 -0.141
C 1.755 -0.158 1.038
C 3.070 -0.692 1.548
Cl 1.531 1.591 1.268
C -0.944 -3.619 -0.082
Br -2.027 -2.970 1.441
C -1.569 -3.325 -1.448
C -3.099 -3.683 -1.438
H 0.992 -1.654 4.759
H 0.499 -1.936 3.111
H -0.322 -2.818 4.374
H 2.676 -3.193 3.726
H 1.703 -4.143 4.822
H 3.537 -4.198 0.665
H 1.128 -3.388 -2.550
H 2.251 -4.389 -1.630
H 3.403 -2.790 -3.110
H 3.840 -2.421 -1.455
H 1.412 -1.034 -2.434
H 2.814 -0.355 -1.599
H 2.572 1.377 -2.998
H 1.289 0.657 -3.973
H 2.808 1.252 -4.761
H 3.755 0.089 1.848
H 3.519 -1.397 0.853
H 2.865 -1.253 2.462
H -0.858 -4.702 0.000
H -1.419 -2.304 -1.794
H -1.124 -4.020 -2.157
H -3.351 -4.331 -0.605
H -3.718 -2.788 -1.436
H -3.338 -4.250 -2.341
C -3.866 1.952 1.125
C -2.586 2.200 1.882
O -2.546 3.634 1.956
C -3.811 4.093 1.833
O -4.142 5.224 2.020
O -4.658 3.098 1.472
H -4.364 1.033 1.423
H -3.716 1.940 0.043
H -2.616 1.796 2.896
H -1.715 1.805 1.371
C 3.893 1.788 4.696
C 4.170 1.822 6.179
O 3.512 0.632 6.641
C 3.416 -0.224 5.593
O 3.073 -1.360 5.667
O 3.761 0.390 4.431
H 4.696 2.219 4.103
H 2.954 2.281 4.435
H 5.235 1.747 6.412
H 3.761 2.712 6.654
C -2.381 -4.738 -6.894
C -3.323 -5.674 -6.181
O -2.466 -6.320 -5.240
C -1.402 -5.497 -5.019
O -0.590 -5.664 -4.171
O -1.394 -4.464 -5.905
H -2.869 -3.822 -7.218
H -1.895 -5.209 -7.754
H -4.106 -5.143 -5.643
H -3.779 -6.399 -6.855
C -2.483 0.134 -5.632
C -2.229 0.061 -4.151
O -2.976 -1.101 -3.764
C -3.110 -1.883 -4.857
O -3.532 -2.997 -4.850
O -2.702 -1.236 -5.978
H -1.641 0.543 -6.178
H -3.384 0.704 -5.877
H -1.177 -0.102 -3.912
H -2.581 0.942 -3.618
C -0.146 -1.044 -9.760
C 0.089 0.447 -9.836
O -0.129 0.862 -8.487
C 0.085 -0.213 -7.681
O 0.145 -0.162 -6.497
O 0.215 -1.346 -8.412
H 0.467 -1.608 -10.459
H -1.195 -1.311 -9.911
H 1.113 0.695 -10.121
H -0.598 0.951 -10.512
C 1.620 6.843 6.173
C 2.374 6.493 4.913
O 3.531 5.816 5.420
C 3.218 5.328 6.644
O 3.909 4.567 7.253
O 2.031 5.803 7.073
H 0.557 6.839 6.036
H 1.923 7.805 6.589
H 1.819 5.805 4.271
H 2.659 7.366 4.331
C -2.547 4.554 7.381
C -3.599 5.576 7.744
O -2.811 6.726 8.076
C -1.619 6.604 7.446
O -0.797 7.464 7.373
O -1.478 5.374 6.901
H -2.876 3.859 6.612
H -2.195 3.987 8.245
H -4.248 5.826 6.903
H -4.212 5.272 8.588
*
```

## Properties
* relative energy (zero: lowest compared OMol25 entry of this formula, charge and spin): 0.00 kcal per mole
* Kohn-Sham gap: 6.021 eV
* HOMO level: -4.39 eV

2.
Below is a structure of composition C33H52BN10PdS2, with properties calculated with ωB97M-V with the def2-TZVPD basis set.

The geometry in ORCA input format:
```
! RIJCOSX wB97M-V def2-TZVPD def2/J DEFGRID3
* xyz -1 1
Pd 1.837 0.067 1.039
C 0.943 -1.842 3.332
C 0.283 -2.971 2.560
C -0.560 -3.857 3.479
C -0.545 -2.475 1.404
C -1.476 -3.197 0.634
C -1.931 -2.311 -0.316
C -2.793 -2.703 -1.491
C -1.981 -2.592 -2.786
C -4.173 -2.060 -1.602
N -1.293 -1.122 -0.108
N -0.441 -1.242 0.945
B -1.551 0.327 -0.661
N -0.406 0.808 -1.608
N 0.873 0.894 -1.138
C 1.596 1.499 -2.062
C 0.788 1.833 -3.163
C -0.480 1.406 -2.831
C -1.707 1.823 -3.608
C -2.655 0.734 -4.104
C -2.447 2.924 -2.846
C 3.030 1.901 -1.811
C 3.661 2.516 -3.056
C 3.886 0.771 -1.250
N -1.741 1.317 0.521
N -0.623 1.806 1.099
C -0.990 2.570 2.102
C -2.393 2.594 2.204
C -2.844 1.797 1.169
C -4.282 1.370 0.989
C -4.971 1.770 -0.314
C -4.432 -0.122 1.301
C 0.054 3.304 2.899
C 1.298 2.439 3.109
C 0.400 4.632 2.224
H 1.659 -2.245 4.054
H 0.205 -1.234 3.862
H 1.498 -1.188 2.636
H 1.083 -3.596 2.142
H -1.403 -3.291 3.884
H 0.038 -4.220 4.318
H -0.964 -4.725 2.953
H -1.765 -4.233 0.721
H -2.986 -3.767 -1.322
H -1.587 -1.582 -2.914
H -2.587 -2.834 -3.663
H -1.136 -3.280 -2.744
H -4.136 -0.983 -1.723
H -4.773 -2.267 -0.714
H -4.695 -2.477 -2.467
H -2.561 0.287 -1.299
H 1.060 2.363 -4.061
H -1.286 2.280 -4.511
H -3.155 0.217 -3.292
H -2.127 -0.011 -4.703
H -3.425 1.188 -4.736
H -2.792 2.559 -1.880
H -3.315 3.276 -3.410
H -1.784 3.769 -2.656
H 2.987 2.676 -1.035
H 3.708 1.783 -3.867
H 4.682 2.841 -2.844
H 3.100 3.380 -3.417
H 4.025 -0.030 -1.983
H 3.390 0.345 -0.363
H 4.868 1.150 -0.952
H -3.010 3.104 2.927
H -4.810 1.921 1.775
H -4.567 1.257 -1.181
H -4.881 2.843 -0.490
H -6.036 1.526 -0.249
H -3.789 -0.726 0.660
H -5.465 -0.454 1.159
H -4.138 -0.325 2.332
H -0.379 3.522 3.883
H 1.537 1.857 2.195
H 1.140 1.712 3.908
H 2.163 3.057 3.375
H 0.865 4.441 1.254
H 1.099 5.215 2.831
H -0.495 5.233 2.051
N 4.464 0.556 3.552
C 4.939 -0.488 2.794
N 4.209 -1.061 1.898
C 4.874 -2.109 1.307
C 6.131 -2.339 1.766
S 6.508 -1.195 3.010
C 4.175 -2.799 0.211
C 4.653 -3.783 -0.595
S 3.469 -4.143 -1.812
C 2.434 -2.920 -1.127
N 2.921 -2.337 -0.078
N 1.215 -2.606 -1.624
H 3.610 0.930 3.143
H 5.138 1.260 3.809
H 6.843 -3.076 1.436
H 5.611 -4.274 -0.575
H 1.018 -2.793 -2.590
H 0.797 -1.770 -1.225
*
```

## Properties
* Kohn-Sham gap: 5.074 eV
* HOMO level: -2.77 eV

3.
Below is a structure of composition C33H52BN8ORe, with properties calculated with ωB97M-V with the def2-TZVPD basis set.

The geometry in ORCA input format:
```
! RIJCOSX wB97M-V def2-TZVPD def2/J DEFGRID3
* xyz 3 4
Re 0.029 0.790 -0.801
C 1.355 3.203 1.382
C 0.133 2.764 2.190
C -1.198 3.231 1.590
C 0.097 1.277 2.303
C 0.016 0.537 3.465
C -0.054 -0.809 3.083
C -0.255 -1.892 4.092
C -1.600 -2.596 3.898
C 0.889 -2.904 4.203
N -0.005 -0.847 1.737
N 0.076 0.424 1.249
B 0.059 -2.031 0.746
N 1.318 -1.839 -0.140
N 1.390 -0.749 -0.960
C 2.493 -0.869 -1.736
C 3.143 -2.029 -1.377
C 2.385 -2.629 -0.362
C 2.922 -3.818 0.358
C 1.998 -4.977 0.699
C 3.648 -3.277 1.605
C 2.963 0.102 -2.769
C 1.791 0.670 -3.557
C 3.802 1.173 -2.065
N -1.180 -1.917 -0.185
N -1.334 -0.765 -0.901
C -2.445 -0.878 -1.666
C -3.008 -2.109 -1.422
C -2.197 -2.753 -0.470
C -2.632 -4.077 0.058
C -1.633 -5.021 0.697
C -3.857 -3.846 0.969
C -3.003 0.206 -2.529
C -3.563 1.284 -1.597
C -1.956 0.755 -3.490
H 1.260 4.234 1.058
H 1.485 2.555 0.498
H 2.253 3.124 1.988
H 0.221 3.182 3.199
H -1.380 2.714 0.642
H -1.185 4.304 1.418
H -2.025 3.005 2.260
H -0.007 0.919 4.467
H -0.298 -1.373 5.056
H -1.639 -3.116 2.948
H -2.420 -1.884 3.951
H -1.723 -3.322 4.696
H 0.957 -3.548 3.334
H 0.695 -3.529 5.070
H 1.836 -2.397 4.360
H 0.088 -3.050 1.306
H 4.055 -2.400 -1.798
H 3.690 -4.222 -0.311
H 1.343 -4.765 1.535
H 2.610 -5.831 0.979
H 1.410 -5.264 -0.167
H 2.953 -2.754 2.255
H 4.447 -2.597 1.325
H 4.090 -4.110 2.145
H 3.619 -0.437 -3.457
H 1.122 1.229 -2.879
H 1.227 -0.131 -4.027
H 2.128 1.348 -4.335
H 3.242 1.625 -1.242
H 4.110 1.943 -2.767
H 4.700 0.732 -1.640
H -3.891 -2.507 -1.877
H -3.029 -4.602 -0.822
H -1.326 -4.701 1.687
H -0.759 -5.147 0.068
H -2.105 -5.994 0.819
H -3.587 -3.255 1.839
H -4.231 -4.809 1.304
H -4.660 -3.337 0.442
H -3.815 -0.223 -3.122
H -2.802 1.570 -0.859
H -4.422 0.906 -1.053
H -3.876 2.151 -2.171
H -1.137 1.228 -2.925
H -2.388 1.505 -4.147
H -1.548 -0.038 -4.110
N -0.524 8.363 -1.877
C 0.402 7.512 -1.454
O 1.404 7.790 -0.835
C 0.165 6.024 -1.699
C -1.065 5.409 -1.515
C -1.116 4.023 -1.488
N -0.038 3.243 -1.597
C 1.124 3.845 -1.872
C 1.271 5.219 -1.941
H -0.370 9.354 -1.724
H -1.332 8.098 -2.417
H -1.965 5.974 -1.338
H -2.072 3.541 -1.351
H 2.000 3.227 -2.014
H 2.242 5.661 -2.111
*
```

## Properties
* relative energy (zero: lowest compared OMol25 entry of this formula, charge and spin): 52.60 kcal per mole
* Kohn-Sham gap (spin up / spin down): 5.951 / 5.412 eV
* HOMO level (spin up / spin down): -16.81 / -16.81 eV

4.
Below is a structure of composition C33H52CaN3O3P2, with properties calculated with ωB97M-V with the def2-TZVPD basis set.

The geometry in ORCA input format:
```
! RIJCOSX wB97M-V def2-TZVPD def2/J DEFGRID3
* xyz 1 1
C 1.888 -0.848 -1.668
C -0.186 -0.565 -2.718
C 2.408 -1.543 -2.763
C 0.368 -1.077 -3.927
C 1.638 -1.621 -3.926
H 3.405 -1.979 -2.693
H -0.277 -1.101 -4.808
H 2.041 -2.118 -4.803
N 0.617 -0.405 -1.602
P 2.622 1.043 0.336
P -2.574 -0.158 -1.227
C 2.767 -0.653 -0.419
H 2.473 -1.414 0.327
H 3.816 -0.858 -0.676
C -1.575 -0.233 -2.668
H -2.038 -0.031 -3.635
C -3.370 -1.875 -1.000
C -3.842 1.169 -1.737
C 3.335 0.836 2.090
C 3.801 2.023 -0.786
C -3.821 -1.969 0.472
H -4.511 -1.157 0.741
H -4.343 -2.925 0.618
H -2.960 -1.936 1.154
C -4.559 -2.106 -1.941
H -5.414 -1.448 -1.732
H -4.276 -2.022 -2.999
H -4.913 -3.137 -1.783
C -2.294 -2.934 -1.296
H -2.731 -3.930 -1.125
H -1.960 -2.880 -2.342
H -1.424 -2.823 -0.634
C -4.907 1.286 -0.633
H -4.454 1.462 0.354
H -5.551 2.144 -0.875
H -5.548 0.395 -0.569
C -3.052 2.483 -1.843
H -2.519 2.709 -0.912
H -2.318 2.443 -2.658
H -3.751 3.309 -2.039
C -4.509 0.906 -3.089
H -5.088 -0.021 -3.120
H -5.214 1.732 -3.263
H -3.793 0.901 -3.918
C 3.989 3.420 -0.158
H 4.618 4.017 -0.837
H 3.029 3.943 -0.034
H 4.503 3.381 0.813
C 3.119 2.169 -2.163
H 3.008 1.198 -2.660
H 2.132 2.642 -2.080
H 3.758 2.807 -2.794
C 5.160 1.357 -1.029
H 5.746 2.034 -1.668
H 5.745 1.191 -0.121
H 5.065 0.404 -1.562
C 2.756 -0.436 2.742
H 3.078 -1.353 2.226
H 3.138 -0.491 3.774
H 1.656 -0.428 2.794
C 2.893 2.061 2.922
H 1.806 2.074 3.091
H 3.389 1.998 3.902
H 3.181 3.014 2.458
C 4.862 0.723 2.090
H 5.221 -0.112 1.472
H 5.367 1.650 1.790
H 5.181 0.513 3.124
Ca -0.303 0.627 0.522
C 0.639 3.528 -0.669
O -0.048 4.427 -0.868
N -0.211 -1.513 1.361
C -0.068 -2.643 1.672
C 0.076 -3.989 2.075
C 0.138 -4.306 3.449
C 0.172 -5.003 1.098
C 0.245 -5.639 3.836
H 0.118 -3.504 4.191
C 0.271 -6.332 1.500
H 0.193 -4.732 0.042
C 0.300 -6.640 2.862
H 0.298 -5.896 4.896
H 0.342 -7.116 0.745
H 0.389 -7.676 3.178
N -1.720 5.020 2.164
C -2.362 3.802 2.800
C -1.532 2.635 2.294
O -0.899 1.868 3.048
O -1.456 2.613 1.002
H -0.934 5.310 2.766
H -2.364 5.822 2.108
H -1.349 4.827 1.218
H -2.341 3.917 3.880
H -3.398 3.743 2.471
*
```

## Properties
* relative energy (zero: lowest compared OMol25 entry of this formula, charge and spin): 14.86 kcal per mole
* Kohn-Sham gap: 4.623 eV
* HOMO level: -7.68 eV